1.
{"formula": "C5H32NO12", "method": "ωB97M-V/def2-TZVPD", "total_charge": -1, "symbols": ["C", "O", "C", "C", "C", "C", "N", "H", "H", "H", "H", "H", "H", "H", "H", "H", "H", "H", "H", "O", "H", "H", "O", "H", "H", "O", "H", "H", "O", "H", "H", "O", "H", "H", "O", "H", "H", "O", "H", "H", "O", "H", "H", "O", "H", "H", "O", "H", "H", "O"], "positions_angstrom": [[-1.5614, 0.4223, 0.1461], [-2.7305, 0.5657, -0.6826], [-1.8847, 0.2820, 1.6144], [-0.5340, 0.1069, 2.3843], [-0.1745, -1.3318, 2.5213], [0.6908, -1.9046, 1.6686], [-0.8423, -2.0390, 3.5186], [-0.8204, 1.1964, -0.0702], [-1.0157, -0.4526, -0.2382], [-2.6454, -0.4818, 1.7874], [-2.1987, 1.2803, 1.9154], [0.2280, 0.6442, 1.8294], [-0.6157, 0.4886, 3.4097], [1.1447, -2.8809, 1.7100], [1.1635, -1.1471, 1.0552], [-1.6578, -1.6194, 3.9159], [-0.5202, -2.9676, 3.7046], [-0.7320, 3.3194, -0.6783], [-1.3580, 3.9892, -1.7861], [-1.4903, 3.8900, -0.8374], [2.7693, 3.4166, -1.5524], [2.5975, 1.9860, -1.0124], [2.8596, 2.9008, -0.7471], [-1.6720, 3.3279, 1.2093], [-0.2793, 2.8965, 1.3317], [-1.0010, 3.1949, 1.9010], [-1.8557, -0.9910, -2.8502], [-0.2855, -0.6822, -2.9143], [-1.1714, -0.3736, -3.1457], [-1.0531, -3.9638, 0.0721], [-0.2261, -2.8291, -0.2923], [-1.0644, -3.2396, -0.5619], [0.7287, 1.8213, -2.1240], [1.2793, -0.1828, -1.0074], [1.7558, 0.5504, -1.4214], [2.5653, -1.0823, -2.4477], [2.2859, -0.4099, -3.8286], [2.3658, -1.2469, -3.3790], [-0.7163, 1.7454, -2.5398], [-2.3525, 0.4867, -1.5675], [-0.0304, 2.4028, -2.3713], [3.6930, 0.3209, 0.6491], [2.6859, -0.2024, -0.4392], [3.5564, -0.4482, 0.0872], [-2.9935, -1.8824, -0.8460], [-4.0054, -1.7708, -1.9616], [-3.1236, -2.1136, -1.7726], [3.9294, -1.7177, 1.6488], [2.7119, -1.4607, 2.4347], [3.6010, -1.8134, 2.5606]], "atomic_forces_ev_per_a": [[0.2, -1.1, -1.1], [0.5, 0.2, 0.7], [0.9, 1.3, -0.1], [-1.2, -0.7, 0.3], [-0.1, -1.3, -0.1], [0.4, 1.2, 0.1], [0.8, 0.9, -0.8], [-0.3, 0.5, 0.3], [-0.1, -0.3, 0.4], [0.2, 0.0, 0.1], [-0.7, -0.3, 0.2], [0.2, 0.0, 0.2], [0.0, 0.4, -0.3], [-0.3, -0.3, 0.1], [0.3, -0.4, -0.4], [-0.1, -0.4, 0.4], [-0.5, -0.1, 0.2], [0.2, -0.1, -0.1], [-0.2, 0.1, 0.0], [-0.2, 0.4, 0.2], [0.0, 0.0, 0.0], [-0.2, 0.1, 0.2], [0.1, -0.1, -0.1], [-0.1, 0.3, 0.4], [0.4, 0.1, 0.5], [-0.1, -0.1, -0.6], [0.4, -0.6, 0.2], [-0.1, -0.3, 0.1], [-0.3, 0.8, -0.1], [-0.4, -0.3, -0.1], [-0.2, 0.4, -0.2], [0.7, -0.2, 0.5], [0.0, -0.2, 0.2], [-0.8, 0.4, -0.3], [-0.4, -0.5, 0.2], [-0.1, 0.8, -0.4], [0.0, 0.5, 0.5], [0.1, -1.5, -0.5], [0.0, 0.0, -0.2], [-0.3, 0.1, -0.2], [0.3, -0.3, -0.3], [0.1, 0.1, -0.1], [2.1, 0.5, 0.4], [-0.9, -0.3, -0.1], [0.3, 0.0, 0.0], [0.1, 0.1, 0.0], [-0.6, 0.0, -0.4], [0.0, 0.1, 0.2], [-0.1, 0.0, 0.3], [0.2, -0.1, -0.2]]}

2.
{"formula": "C12H32MgO5", "method": "ωB97M-V/def2-TZVPD", "total_charge": 0, "symbols": ["Mg", "C", "C", "C", "O", "H", "H", "H", "H", "H", "H", "H", "C", "C", "C", "O", "H", "H", "H", "H", "H", "H", "H", "C", "C", "O", "H", "H", "H", "H", "H", "H", "C", "C", "O", "H", "H", "H", "H", "H", "H", "C", "C", "O", "H", "H", "H", "H", "H", "H"], "positions_angstrom": [[9.2569, -12.6534, -17.1943], [9.7860, -14.6919, -20.3863], [8.7830, -15.0278, -19.3298], [9.0567, -16.4767, -19.0597], [8.8440, -14.2511, -18.1751], [9.7788, -13.6402, -20.6723], [9.5963, -15.2531, -21.3013], [10.8319, -14.9271, -20.1895], [7.8060, -15.0528, -19.8123], [10.1096, -16.7098, -18.9007], [8.7274, -17.0155, -19.9481], [8.4852, -16.8582, -18.2135], [12.1412, -11.1760, -19.5266], [11.0512, -10.4570, -18.7807], [10.0955, -9.8509, -19.8019], [10.5236, -11.2240, -17.7355], [12.4351, -10.6064, -20.4082], [11.7794, -12.1487, -19.8599], [13.0115, -11.4135, -18.9148], [11.4772, -9.6065, -18.2485], [10.7091, -9.2029, -20.4277], [9.2835, -9.2529, -19.3882], [9.5511, -10.5072, -20.4809], [12.2918, -14.7817, -17.3153], [11.9687, -13.7777, -16.1603], [10.5674, -13.6980, -15.9207], [13.3474, -14.8729, -17.5715], [11.8053, -14.4863, -18.2449], [11.8864, -15.7765, -17.1305], [12.2879, -12.8243, -16.5812], [12.5169, -14.0105, -15.2474], [10.5072, -14.3159, -15.1884], [6.5345, -11.7000, -20.0684], [6.4755, -11.9750, -18.6444], [7.6005, -11.5254, -17.9489], [6.4417, -10.6243, -20.2182], [5.7130, -12.1898, -20.5912], [7.4854, -12.0326, -20.4847], [6.2564, -13.0150, -18.4021], [5.6806, -11.3995, -18.1700], [7.6269, -10.5797, -18.1118], [7.4908, -10.8254, -14.4349], [8.4200, -11.9977, -14.5228], [8.0244, -12.7461, -15.6406], [6.4406, -11.1164, -14.4557], [7.5556, -10.1132, -15.2575], [7.7323, -10.2588, -13.5357], [8.2499, -12.6366, -13.6563], [9.4524, -11.6567, -14.6008], [7.1836, -13.1372, -15.3925]], "atomic_forces_ev_per_a": [[0.8, -0.1, -2.1], [0.7, 1.1, -1.5], [0.8, 0.0, 1.3], [-0.5, -1.3, 0.4], [-0.2, 0.1, -0.5], [-0.2, 0.2, 0.0], [-0.3, -0.1, -0.2], [0.0, -0.1, 0.7], [-0.6, 0.6, 0.0], [0.1, 0.2, 0.1], [0.1, -0.4, 0.0], [-0.1, 0.0, 0.1], [0.3, -0.6, -0.3], [-0.5, -0.2, 1.4], [-0.6, 0.2, -0.3], [-0.9, -0.9, 0.0], [0.3, 0.0, 0.0], [-0.3, -0.1, -0.2], [0.1, 0.3, 0.1], [0.4, 0.6, -0.3], [-0.2, 0.2, -0.1], [0.2, 0.3, 0.5], [0.4, -0.7, 0.0], [-0.7, -0.1, 0.3], [1.4, -0.1, -2.6], [0.8, -0.2, 1.0], [0.1, 0.2, 0.5], [-0.2, 0.4, 0.2], [0.1, -0.1, 0.3], [-0.1, 0.3, 0.5], [-0.1, 0.0, 0.1], [-1.2, 0.0, -0.1], [0.1, 0.3, -1.6], [-1.7, -0.4, 1.9], [1.0, 0.3, 0.2], [0.1, 0.1, -0.3], [0.0, 0.0, -0.1], [0.0, -0.1, -0.1], [0.6, -0.1, 0.0], [-0.8, -0.1, -0.3], [0.6, 0.2, 0.1], [-0.1, 1.2, 0.3], [-0.8, 0.8, 0.7], [0.1, -1.0, 0.1], [0.0, -0.2, 0.5], [0.5, -0.2, -0.2], [-0.4, 0.0, 0.2], [0.6, 0.1, 0.4], [0.0, -0.4, -0.1], [0.0, -0.2, -0.7]]}

3.
{"formula": "C5H9F", "method": "ωB97M-V/def2-TZVPD", "smiles": "C[C@H]1C[C@@]1(C)F", "total_charge": 0, "symbols": ["C", "C", "C", "C", "C", "F", "H", "H", "H", "H", "H", "H", "H", "H", "H"], "positions_angstrom": [[1.3465, 0.6091, 1.3874], [0.2277, -0.0296, 0.5945], [-0.9898, 0.8497, 0.1871], [-0.1073, 0.1502, -0.8017], [-0.5621, -0.9895, -1.7318], [0.6623, 0.9883, -1.5961], [1.5453, 1.6910, 1.0178], [2.2013, -0.1364, 1.3875], [1.1496, 0.7133, 2.4495], [-0.2159, -0.9694, 0.9314], [-2.0571, 0.6847, 0.3661], [-0.6000, 1.8439, 0.3208], [0.3717, -1.1499, -2.2742], [-1.2520, -0.6348, -2.3975], [-0.8489, -1.7729, -1.1486]], "atomic_forces_ev_per_a": [[0.9, 0.1, -0.6], [-1.7, -0.4, 1.7], [1.1, 0.3, -0.2], [-1.2, 0.2, -2.0], [3.6, 2.5, 1.2], [0.3, 0.4, 0.4], [0.2, -2.1, 0.3], [-0.4, 1.5, -0.4], [-0.6, 0.0, 0.1], [1.0, -0.2, 0.3], [0.6, -0.3, 0.0], [-0.7, 0.6, -0.2], [-0.2, -0.8, -0.1], [-2.0, 0.7, -1.6], [-1.0, -2.5, 1.2]]}

Computed maximum force, in the same sequence as the records: 2.2 3.0 4.6 eV/A.
Computed energy relative to the best compared isomer or geometry (same formula, charge and spin), in the same sequence as the records: 200.4 124.5 117.0 kJ/mol.